Here is C41H33ClErGeN7O4 as an isolated structure from the OMol25 dataset. Energies are from ωB97M-V/def2-TZVPD.

Element x y z (Å)
Er -0.002013 0.937240 -0.208843
O -2.561490 1.671550 5.215948
C -1.255119 1.789816 5.403422
O -0.771789 2.086397 6.465324
C -0.374773 1.474173 4.241010
C 1.021227 1.430408 4.295724
Cl 2.068407 1.599100 5.618059
N 1.489809 1.075108 3.073953
N 0.450639 0.914802 2.214290
C -0.665679 1.128564 2.905510
C -1.978477 0.956465 2.156319
O -3.036656 1.097352 2.770342
O -1.833137 0.638687 0.924437
C 2.824753 0.841893 2.611015
C 3.865018 1.645483 3.034022
C 5.130538 1.405589 2.521728
C 5.340890 0.403442 1.583988
C 4.280558 -0.384184 1.159229
C 3.013059 -0.177504 1.686878
H -2.800533 1.355061 4.290700
H 3.705654 2.458452 3.725798
H 5.948383 2.030129 2.843017
H 6.327486 0.244437 1.177098
H 4.421326 -1.154522 0.415483
H 2.183367 -0.808584 1.367146
C 1.041876 1.031585 -2.222516
Ge 0.662179 2.869361 -2.255370
C 0.806606 4.091455 -3.761617
C 0.976832 3.574585 -5.040550
C 1.061649 4.414923 -6.140397
C 0.977541 5.786858 -5.969501
C 0.809742 6.316439 -4.698759
C 0.725932 5.472159 -3.604265
C -1.256485 2.858577 -1.590564
C -1.833275 3.838544 -0.770691
C -3.166697 3.777883 -0.403949
C -3.965773 2.732606 -0.850465
C -3.429403 1.762314 -1.674283
C -2.087742 1.824977 -2.040894
C 1.535795 3.817911 -0.688599
C 2.810902 4.367706 -0.888051
C 3.559967 4.873846 0.155853
C 3.074830 4.831394 1.458108
C 1.838511 4.262630 1.697939
C 1.087307 3.768331 0.632088
H 1.998930 0.811918 -2.708111
H 1.043011 2.502882 -5.174617
H 1.194263 3.999274 -7.129011
H 1.045850 6.444656 -6.825269
H 0.744550 7.387312 -4.563418
H 0.603697 5.898460 -2.616337
H -1.225754 4.663577 -0.417737
H -3.587762 4.543172 0.234186
H -5.002100 2.678516 -0.550669
H -4.046878 0.948557 -2.027594
H -1.654492 1.065307 -2.697449
H 3.217610 4.422180 -1.890108
H 4.527057 5.317890 -0.040684
H 3.655226 5.243686 2.272138
H 1.432129 4.234313 2.701280
H 0.075702 3.422577 0.873646
C -0.340122 -2.389180 1.988882
C 0.359863 -2.460173 0.683443
N 0.443515 -1.490019 -0.203861
C 1.137469 -2.001647 -1.286184
C 1.478206 -3.286479 -1.028073
N 0.991284 -3.573202 0.230699
C 1.062590 -4.853770 0.884121
N -0.096740 -5.661645 0.648383
N -0.321756 -6.169621 -0.580423
N -1.405008 -6.833299 -0.598344
C -1.949581 -6.790431 0.664789
C -3.130308 -7.357245 1.158951
C -3.417398 -7.141242 2.481809
C -2.554222 -6.383990 3.307614
C -1.393024 -5.821680 2.837456
C -1.110840 -6.037400 1.483241
H -0.868602 -1.442114 2.053896
H 0.355994 -2.457581 2.826642
H -1.073911 -3.185794 2.085243
H 1.315115 -1.368643 -2.137618
H 1.985557 -4.028412 -1.608446
H 1.161939 -4.713657 1.966783
H 1.947654 -5.377874 0.513861
H -3.777230 -7.934785 0.519559
H -4.317402 -7.554703 2.909794
H -2.818451 -6.246105 4.345271
H -0.742515 -5.255966 3.485728

Forces on atoms 1 to 3 (eV/Å):
1.264 -0.338 -1.271
0.293 -0.052 0.126
-0.366 -0.346 0.087

Output
multiplicity: 4
Kohn-Sham gap (alpha / beta): 0.1994 / 0.2010 Eh
energy above the lowest of the compared OMol25 structures with the same formula, charge and spin: 0.0 kJ/mol
largest force on an atom: 0.0355 hartree/bohr
DFT total energy: -158332.87446 eV
E_HOMO (alpha / beta): -0.2126 / -0.2138 hartree



Here is a 2-piece molecular cluster, C3H5BrO2 overall from the OMol25 dataset. Energies are from ωB97M-V/def2-TZVPD.

Element x y z (Å)
Br -2.200952 -0.744685 -0.641270
C -0.563405 -1.047454 0.036928
C 0.662750 -0.298122 0.342387
C 0.254314 -1.531975 1.067600
O 0.062308 -2.396887 -0.098588
H 1.561902 -0.303214 -0.377542
H 0.443381 0.704108 0.864258
H 0.151698 -1.884899 2.181659
O -0.236579 2.250482 -0.824287
H 0.119239 3.152251 -0.812831
H -0.254656 2.100396 -1.738311

Forces on atoms 1 to 3 (eV/Å):
-1.380 0.314 -0.165
1.077 -1.296 -0.577
1.533 2.091 -0.470

Output
Kohn-Sham gap: 0.3496 Eh
energy above the lowest of the compared OMol25 structures with the same formula, charge and spin: 371.9 kJ/mol
largest force on an atom: 0.0667 hartree/bohr
DFT total energy: -77325.43210 eV
E_HOMO: -0.3283 hartree
SMILES: Br[C@@]12C[C@@H]1O2.O



Here is a 2-piece molecular cluster, C9H14 overall from the OMol25 dataset. Energies are from ωB97M-V/def2-TZVPD.

Element x y z (Å)
C -0.087397 -1.908357 0.454605
C -1.122890 -0.778943 0.477270
C -1.647171 -0.247209 1.735914
C -2.293003 0.931851 1.675687
C -2.631560 1.638679 0.502243
C -2.230576 0.982547 -0.663446
C -1.643642 -0.248735 -0.691286
H -0.607273 -2.770045 0.830003
H 0.704325 -1.655241 1.144535
H 0.290112 -2.062121 -0.537699
H -1.250155 -0.771337 2.612514
H -2.554603 1.391036 2.694276
H -3.134469 2.519461 0.402749
H -2.607770 1.478116 -1.558500
H -1.394619 -0.598490 -1.699417
C 2.250881 0.738553 -0.764240
C 3.272446 -0.255192 -1.030400
H 2.602328 1.736738 -0.981126
H 1.344167 0.575282 -1.420617
H 2.026758 0.808737 0.313641
H 3.418300 -0.413595 -2.143049
H 3.100435 -1.265149 -0.560870
H 4.195374 0.173413 -0.792786

Forces on atoms 1 to 3 (eV/Å):
-1.503 1.155 0.575
-0.815 -0.252 1.055
2.972 -2.073 -2.827

Output
Kohn-Sham gap: 0.3602 Eh
energy above the lowest of the compared OMol25 structures with the same formula, charge and spin: 119.3 kJ/mol
largest force on an atom: 0.0954 hartree/bohr
DFT total energy: -9558.94455 eV
E_HOMO: -0.3224 hartree
SMILES: Cc1ccccc1.CC



Here is a 7-piece molecular cluster, C34H87N5O11 overall from the OMol25 dataset. Energies are from ωB97M-V/def2-TZVPD.

Element x y z (Å)
C 15.304090 3.272020 -3.129980
C 15.211650 1.721610 -3.269350
C 14.548010 1.357950 -4.608530
O 16.312810 0.936820 -3.046530
H 15.552950 3.655140 -2.140340
H 14.349190 3.694620 -3.442490
H 16.060240 3.553680 -3.862780
H 14.518780 1.400540 -2.491560
H 15.130690 1.690070 -5.467760
H 13.550560 1.779390 -4.733350
H 14.372450 0.288760 -4.727340
H 16.032720 0.020070 -3.098740
C 12.766920 -1.820800 -4.531130
C 13.823740 -2.359240 -3.583950
C 14.856370 -3.301670 -4.206670
O 14.704770 -1.402840 -3.104540
H 12.214210 -2.620450 -5.024250
H 13.147890 -1.208980 -5.348840
H 12.138570 -1.156990 -3.937310
H 13.362590 -2.850810 -2.727320
H 14.393970 -4.230890 -4.539560
H 15.678950 -3.530980 -3.529260
H 15.348420 -2.855520 -5.070920
H 14.937860 -1.725150 -2.230820
C 11.013140 -5.372330 -2.698960
C 11.438210 -6.774680 -2.353010
C 13.036440 -6.822790 -2.129640
O 13.783580 -6.259890 -3.233800
C 13.807400 -7.058090 -4.363090
N 10.778130 -7.100440 -1.089700
H 11.426930 -5.146140 -3.681660
H 11.350370 -4.606950 -1.999980
H 9.930190 -5.347890 -2.820340
H 11.079530 -7.470280 -3.111690
H 13.364380 -7.831250 -1.877500
H 13.240580 -6.221810 -1.243510
H 12.886730 -6.987800 -4.942340
H 13.956980 -8.123990 -4.191150
H 14.671770 -6.735940 -4.943780
H 10.887550 -8.083240 -0.884210
H 9.796430 -6.868640 -1.141150
C 16.871900 -4.895370 -10.400740
O 17.029310 -5.314430 -9.034620
C 17.423530 -4.169310 -8.250880
C 17.471940 -4.512830 -6.722070
N 18.592030 -5.482000 -6.584990
C 18.777560 -5.827650 -5.156190
C 17.620160 -6.665450 -4.538620
O 17.890800 -6.936350 -3.191310
C 16.883850 -7.614380 -2.459930
H 17.790000 -4.449940 -10.783890
H 16.074990 -4.160020 -10.511580
H 16.682960 -5.745810 -11.055840
H 16.664140 -3.407800 -8.428420
H 18.404310 -3.772720 -8.513330
H 16.516630 -4.934220 -6.409160
H 17.570890 -3.522740 -6.277070
H 18.185350 -6.277910 -7.055350
H 18.841820 -4.942110 -4.523900
H 19.758230 -6.273780 -4.990790
H 17.508680 -7.636920 -5.020200
H 16.687950 -6.100670 -4.527570
H 17.337850 -8.012470 -1.552460
H 16.430090 -8.434390 -3.016510
H 16.069170 -6.954020 -2.162770
C 8.544560 -2.747640 -4.119490
O 8.199930 -1.534260 -4.719110
C 9.211580 -0.935610 -5.545000
C 8.647260 0.316630 -6.170200
N 9.626690 0.872100 -7.061040
C 10.519610 1.767740 -6.475470
C 11.804900 2.003050 -7.387910
O 12.568320 0.810870 -7.379870
C 13.738830 0.887140 -8.204120
H 7.701750 -3.201940 -3.598560
H 9.386470 -2.576930 -3.448550
H 8.860720 -3.491730 -4.850570
H 9.511280 -1.648140 -6.313490
H 10.010320 -0.681200 -4.848300
H 8.429650 1.048340 -5.392170
H 7.747060 0.116540 -6.751320
H 10.248360 0.180850 -7.455750
H 10.883600 1.490640 -5.486110
H 10.050170 2.723320 -6.241810
H 12.389950 2.869660 -7.079980
H 11.490350 2.176510 -8.417020
H 14.606060 0.336740 -7.839340
H 14.158710 1.880700 -8.361110
H 13.385350 0.484070 -9.153170
C 6.358700 3.237420 -0.124720
O 7.041740 2.246770 -0.890930
C 7.870120 2.805300 -1.919320
C 8.864130 1.746680 -2.476820
N 9.909220 1.497070 -1.490180
C 10.792980 0.352660 -1.806250
C 11.685290 0.130640 -0.597960
O 10.835360 -0.445540 0.377540
C 11.495300 -0.633260 1.574940
H 5.561010 2.853580 0.511240
H 5.837720 4.063200 -0.609250
H 7.119420 3.634550 0.547370
H 8.414080 3.615400 -1.433590
H 7.271190 3.253210 -2.712260
H 9.394220 2.146230 -3.341390
H 8.368330 0.808970 -2.727790
H 9.502400 1.389760 -0.571980
H 11.509520 0.562760 -2.600300
H 10.161680 -0.528750 -1.918810
H 12.033650 1.113810 -0.281530
H 12.626290 -0.398870 -0.747120
H 12.463910 -1.132710 1.553930
H 10.883480 -1.239250 2.243200
H 11.626940 0.293340 2.133670
C 14.529040 1.462520 1.437760
O 15.002260 0.121180 1.212050
C 16.030970 -0.028080 0.208900
C 16.520350 -1.502710 -0.078180
N 15.363310 -2.258880 -0.522260
C 15.694020 -3.709970 -0.741500
C 15.890430 -4.525580 0.593270
O 14.701570 -4.326750 1.458380
C 14.882270 -5.001850 2.709950
H 15.368810 2.078390 1.759630
H 13.748160 1.300630 2.180810
H 14.101770 1.906590 0.538680
H 16.835490 0.651800 0.489290
H 15.783460 0.436800 -0.745420
H 16.953270 -1.954640 0.814250
H 17.301720 -1.389920 -0.829730
H 14.771550 -2.127770 0.285650
H 16.374890 -3.888080 -1.573850
H 14.831680 -4.190670 -1.203450
H 16.833140 -4.336430 1.106720
H 15.954100 -5.557900 0.249230
H 13.981490 -4.726190 3.258310
H 15.774600 -4.809250 3.305570
H 14.927100 -6.084750 2.594080

Forces on atoms 1 to 3 (eV/Å):
0.939 -1.321 -0.665
-2.939 0.338 0.031
-0.189 0.010 -0.302

Output
multiplicity: 2
Kohn-Sham gap (alpha / beta): 0.3077 / 0.1133 Eh
largest force on an atom: 0.0740 hartree/bohr
net charge: +1
DFT total energy: -66625.63424 eV
E_HOMO (alpha / beta): -0.3875 / -0.3875 hartree



Here is one molecule with the formula C18H13ClN4O2S from the OMol25 dataset. Energies are from ωB97M-V/def2-TZVPD.

Element x y z (Å)
O -1.456476 3.229377 5.184850
C -1.146527 2.179335 4.582397
N -0.850716 1.133524 5.444813
O -0.834747 1.303081 6.792188
C -1.013053 1.940200 3.087365
C -0.495496 0.814256 2.456265
C -0.046368 0.721539 1.132620
C -0.114378 1.897795 0.333968
C 0.375841 1.944723 -1.133560
N -0.429301 1.144409 -2.077223
N -1.506374 1.705569 -2.676319
C -2.239894 0.938387 -3.478532
Cl -3.588407 1.694401 -4.227262
C -1.937108 -0.396935 -3.818887
C -0.862580 -1.005059 -3.312782
S -0.451031 -2.613509 -3.673571
C 0.813954 -2.948990 -2.528528
C 1.375908 -4.272780 -2.535142
C 2.421342 -4.599584 -1.575050
C 3.018525 -3.614839 -0.818581
C 2.533642 -2.350694 -0.949484
C 1.433921 -2.004784 -1.750268
N 1.015271 -0.688185 -1.672735
C -0.089992 -0.216856 -2.324075
C -0.582353 3.064878 0.923938
C -1.086606 3.118274 2.281371
H -0.501559 0.232326 5.112146
H -1.490004 2.093252 6.940544
H -0.256057 -0.036176 3.045766
H 0.201253 -0.198147 0.656119
H 0.319909 2.915302 -1.543016
H 1.445882 1.701673 -1.187304
H -2.573398 -0.790282 -4.613332
H 0.994524 -4.992312 -3.229410
H 2.686590 -5.669360 -1.479434
H 3.761803 -4.007749 -0.178483
H 2.940241 -1.502539 -0.433206
H -0.485642 4.032738 0.519825
H -1.300534 4.103738 2.722010

Forces on atoms 1 to 3 (eV/Å):
0.008 -0.821 -1.946
0.043 -0.311 2.942
0.079 -0.467 -3.130

Output
Kohn-Sham gap: 0.2582 Eh
energy above the lowest of the compared OMol25 structures with the same formula, charge and spin: 74.4 kJ/mol
largest force on an atom: 0.0755 hartree/bohr
DFT total energy: -52286.54475 eV
E_HOMO: -0.2730 hartree
SMILES: O=C(NO)c1ccc(CN2N=C(Cl)C=C3Sc4ccccc4N=C32)cc1



- Which of these has the lowest DFT total energy?
  C41H33ClErGeN7O4



- Among the records above, which one has the lowest largest force on an atom?
  C41H33ClErGeN7O4



- Among the records above, which one has the lowest largest force on an atom?
  C41H33ClErGeN7O4